12 unconnected molecules or ions with the total composition C73H172N12O12, computed with the ωB97M-V functional and the def2-TZVPD basis.

## Properties
Relative energy (zero: lowest compared OMol25 entry of this formula, charge and spin): 41.4 kcal/mol
Orbital gap: 8.5 eV
Structure (SMILES): CC1(C)CCCC(C)(C)N1O.CC1(C)CCCC(C)(C)N1O.CC1(C)CCCC(C)(C)N1O.CC1(C)CCCC(C)(C)N1O.CC1(C)CCCC(C)(C)N1O.COC[C@H](C)N.COC[C@H](C)N.COC[C@H](C)N.COC[C@H](C)N.COC[C@H](C)N.COC[C@H](C)N.COC[C@H](C)N
HOMO energy: -8.083 eV
E_LUMO: 0.0138 hartree

```
269
C73H172N12O12 | the Open Molecules 2025 dataset | the ωB97M-V functional and the def2-TZVPD basis
C 0.172 -4.015 -1.280
C 1.428 -4.739 -1.670
C 1.661 -5.949 -0.729
C 2.747 -6.908 -1.181
C 2.260 -7.474 -2.519
C 1.988 -6.377 -3.611
N 1.103 -5.372 -3.011
O 0.897 -4.358 -3.935
C 3.319 -5.751 -4.123
C 1.306 -7.084 -4.759
C 2.651 -3.778 -1.659
H 0.162 -3.586 -0.293
H -0.621 -4.776 -1.302
H -0.114 -3.288 -2.096
H 1.881 -5.488 0.229
H 0.736 -6.534 -0.682
H 2.832 -7.757 -0.488
H 3.709 -6.443 -1.327
H 1.327 -7.979 -2.454
H 3.030 -8.146 -2.876
H 3.746 -5.012 -3.468
H 4.056 -6.546 -4.353
H 3.115 -5.253 -5.114
H 0.257 -7.349 -4.544
H 1.182 -6.347 -5.551
H 1.939 -7.965 -4.993
H 3.623 -4.246 -1.550
H 2.561 -3.129 -0.734
H 2.698 -3.105 -2.474
H -0.080 -4.251 -3.922
C -0.021 6.762 -2.553
C 1.363 6.041 -2.249
C 1.082 4.732 -1.555
C 0.500 3.746 -2.532
C 1.514 3.496 -3.651
C 1.723 4.769 -4.503
N 2.163 5.781 -3.519
O 2.471 6.982 -4.140
C 2.907 4.458 -5.347
C 0.512 5.151 -5.411
C 2.123 7.032 -1.410
H -0.302 7.226 -1.554
H -0.782 6.089 -2.940
H 0.028 7.467 -3.377
H 1.993 4.324 -1.183
H 0.410 4.962 -0.728
H -0.409 4.188 -2.890
H 0.311 2.796 -2.048
H 1.143 2.710 -4.360
H 2.493 3.160 -3.314
H 2.652 3.651 -6.018
H 3.153 5.318 -6.008
H 3.740 4.149 -4.684
H 0.227 4.231 -5.892
H -0.390 5.556 -4.983
H 0.888 5.797 -6.177
H 2.292 7.892 -2.064
H 3.125 6.680 -1.070
H 1.471 7.331 -0.557
H 1.765 7.258 -4.712
C 3.589 1.987 0.860
C 4.253 0.591 0.714
C 3.295 -0.328 -0.036
C 3.225 -0.027 -1.497
C 4.591 -0.139 -2.082
C 5.602 0.799 -1.438
N 5.541 0.572 -0.008
O 6.343 1.456 0.707
C 7.106 0.547 -1.896
C 5.302 2.254 -2.022
C 4.451 0.066 2.103
H 3.284 2.456 -0.090
H 4.181 2.730 1.363
H 2.616 1.928 1.361
H 3.608 -1.368 0.066
H 2.286 -0.257 0.352
H 2.810 0.919 -1.717
H 2.594 -0.727 -1.971
H 4.655 0.180 -3.135
H 4.920 -1.183 -2.013
H 7.718 1.345 -1.500
H 7.415 -0.361 -1.471
H 7.216 0.548 -2.977
H 4.313 2.397 -2.402
H 5.518 3.097 -1.368
H 6.040 2.283 -2.760
H 4.983 0.820 2.669
H 4.919 -0.866 2.031
H 3.482 0.048 2.616
H 7.152 1.081 0.984
C -0.792 3.730 7.977
C 0.132 3.407 6.822
C 0.697 4.773 6.321
C 1.809 4.589 5.337
C 2.867 3.743 5.959
C 2.383 2.432 6.437
N 1.257 2.686 7.376
O 0.804 1.457 7.871
C 2.091 1.535 5.230
C 3.474 1.785 7.359
C -0.703 2.743 5.727
H -1.534 4.492 7.759
H -0.210 4.105 8.824
H -1.393 2.867 8.241
H -0.135 5.381 5.974
H 0.997 5.259 7.253
H 2.236 5.562 4.871
H 1.332 4.083 4.477
H 3.414 4.311 6.710
H 3.660 3.524 5.173
H 1.521 1.882 4.433
H 3.090 1.306 4.777
H 1.695 0.526 5.554
H 4.459 1.973 6.923
H 3.501 2.261 8.338
H 3.243 0.740 7.501
H -1.643 3.334 5.681
H -0.945 1.675 5.961
H -0.236 2.787 4.761
H 1.008 1.525 8.807
C -0.905 -0.300 -1.685
C -1.668 0.053 -0.417
C -2.371 -1.246 -0.010
C -2.963 -1.277 1.378
C -1.850 -0.939 2.388
C -1.070 0.339 2.074
N -0.615 0.327 0.707
O -0.035 1.577 0.396
C -2.023 1.563 2.427
C 0.164 0.329 2.950
C -2.595 1.238 -0.657
H -0.458 0.613 -2.028
H -1.480 -0.613 -2.536
H -0.127 -1.058 -1.487
H -3.072 -1.660 -0.759
H -1.595 -1.995 0.026
H -3.436 -2.210 1.618
H -3.812 -0.584 1.506
H -1.146 -1.793 2.230
H -2.231 -0.818 3.398
H -1.526 2.523 2.214
H -2.993 1.555 2.000
H -2.119 1.503 3.507
H 0.835 1.166 2.776
H -0.031 0.249 3.970
H 0.803 -0.560 2.734
H -3.426 1.235 -0.019
H -3.118 1.315 -1.607
H -2.080 2.190 -0.675
H 0.920 1.341 0.280
C 2.635 -2.543 4.364
C 2.207 -3.634 3.353
C 1.049 -4.590 3.704
O -0.227 -3.953 3.526
C -1.370 -4.754 3.179
N 1.919 -3.058 2.004
H 3.541 -1.984 4.095
H 2.964 -3.063 5.293
H 1.811 -1.860 4.531
H 3.099 -4.288 3.304
H 1.057 -5.014 4.725
H 1.246 -5.491 3.075
H -1.206 -5.358 2.258
H -2.181 -4.027 2.935
H -1.686 -5.378 4.017
H 2.443 -2.216 1.897
H 0.993 -2.640 2.120
C -5.902 6.534 2.257
C -5.298 5.964 0.973
C -4.026 5.117 1.373
O -3.078 6.018 1.928
C -1.971 5.331 2.553
N -6.164 5.014 0.296
H -6.848 7.056 2.155
H -5.239 7.169 2.858
H -6.118 5.627 2.886
H -5.029 6.825 0.319
H -3.588 4.670 0.441
H -4.383 4.332 2.088
H -1.534 5.965 3.327
H -1.158 5.070 1.878
H -2.262 4.369 3.012
H -7.079 5.393 0.129
H -6.489 4.388 1.102
C -3.442 -1.472 9.945
C -3.658 -0.632 8.677
C -2.370 -0.406 7.996
O -2.057 -1.628 7.417
C -1.114 -1.536 6.371
N -4.660 -1.241 7.831
H -2.638 -1.105 10.546
H -3.181 -2.485 9.708
H -4.393 -1.429 10.486
H -4.053 0.321 9.011
H -1.577 -0.069 8.626
H -2.522 0.354 7.271
H -0.914 -2.520 5.879
H -0.134 -1.126 6.676
H -1.550 -0.812 5.672
H -4.148 -1.995 7.401
H -4.976 -0.547 7.183
C -7.793 -1.995 1.792
C -6.840 -2.544 0.747
C -5.979 -3.675 1.327
O -5.212 -4.280 0.301
C -4.132 -5.019 0.766
N -7.482 -3.000 -0.469
H -8.416 -2.792 2.293
H -8.308 -1.114 1.434
H -7.143 -1.526 2.509
H -6.099 -1.774 0.391
H -6.677 -4.416 1.668
H -5.378 -3.343 2.125
H -3.424 -5.226 -0.058
H -4.402 -5.942 1.346
H -3.539 -4.470 1.444
H -6.827 -3.290 -1.144
H -8.066 -3.790 -0.191
C -1.367 1.634 -4.766
C -2.002 0.766 -5.859
C -1.273 1.022 -7.151
O -1.209 2.371 -7.492
C -0.514 2.534 -8.703
N -2.085 -0.667 -5.624
H -1.097 2.583 -5.202
H -0.436 1.120 -4.590
H -1.972 1.740 -3.858
H -3.017 1.097 -6.036
H -1.770 0.458 -7.977
H -0.228 0.604 -7.023
H -0.956 1.938 -9.482
H 0.588 2.342 -8.670
H -0.628 3.595 -9.024
H -2.391 -0.955 -4.681
H -1.163 -1.036 -5.735
C -3.233 -5.617 -3.343
C -3.192 -4.204 -3.886
C -3.622 -3.296 -2.746
O -3.915 -1.949 -3.136
C -5.195 -1.714 -3.797
N -1.784 -3.871 -4.312
H -4.259 -5.756 -3.002
H -2.573 -5.572 -2.493
H -2.879 -6.425 -3.967
H -3.859 -4.141 -4.797
H -2.802 -3.222 -2.042
H -4.464 -3.787 -2.314
H -5.897 -1.396 -3.027
H -5.574 -2.543 -4.391
H -5.078 -0.874 -4.447
H -1.809 -2.915 -4.674
H -1.647 -4.426 -5.156
C 2.889 0.485 -5.808
C 2.648 -0.959 -5.989
C 3.882 -1.810 -5.432
O 5.045 -1.511 -6.184
C 6.165 -2.414 -5.988
N 1.487 -1.433 -5.358
H 2.920 0.546 -4.719
H 2.199 1.277 -6.121
H 3.898 0.766 -6.121
H 2.593 -1.133 -7.056
H 3.700 -2.910 -5.560
H 4.005 -1.573 -4.331
H 6.968 -2.191 -6.714
H 5.816 -3.435 -6.199
H 6.473 -2.247 -4.937
H 1.464 -2.433 -5.247
H 1.346 -1.037 -4.448
```

=====

A gas-phase ion, C24H23N2O2 (charge +1), computed with the ωB97M-V functional and the def2-TZVPD basis.

## Properties
Relative energy (zero: lowest compared OMol25 entry of this formula, charge and spin): 80.9 kcal/mol
Orbital gap: 5.4 eV
Structure (SMILES): COc1ccc(C(=C[C@@H](C[N+]#N)c2ccccc2)c2ccc(OC)cc2)cc1
Charge: +1
HOMO energy: -10.432 eV
E_LUMO: -0.1833 hartree

```
51
C24H23N2O2 | the Open Molecules 2025 dataset | the ωB97M-V functional and the def2-TZVPD basis
C 6.264 -2.016 2.379
O 5.218 -2.557 3.230
C 4.021 -1.929 3.208
C 2.951 -2.569 3.866
C 1.668 -2.029 3.790
C 1.453 -0.811 3.106
C 0.093 -0.241 2.973
C -0.993 -1.086 2.780
C -2.368 -0.665 2.378
C -3.458 -1.690 2.816
C -4.751 -1.150 2.973
C -5.856 -2.013 3.000
C -5.657 -3.395 2.944
C -4.371 -3.932 2.851
C -3.260 -3.077 2.818
C -0.066 1.208 3.050
C 0.721 1.955 3.970
C 0.588 3.331 4.070
C -0.355 4.012 3.246
O -0.442 5.355 3.399
C -1.336 6.057 2.495
C -1.164 3.272 2.365
C -1.006 1.901 2.299
C 2.536 -0.153 2.503
C 3.824 -0.693 2.555
H 7.129 -2.633 2.595
H 5.994 -2.099 1.317
H 6.482 -0.965 2.630
H 3.137 -3.480 4.382
H 0.843 -2.536 4.275
H -0.791 -2.167 2.861
H -2.613 0.282 2.838
H -4.860 -0.075 3.095
H -6.858 -1.571 3.080
H -6.527 -4.062 2.961
H -4.209 -5.018 2.800
H -2.247 -3.494 2.812
H 1.476 1.450 4.592
H 1.199 3.911 4.748
H -1.248 7.091 2.810
H -1.017 5.940 1.451
H -2.371 5.705 2.613
H -1.884 3.753 1.735
H -1.615 1.383 1.582
H 2.374 0.786 1.978
H 4.617 -0.174 2.055
C -2.452 -0.564 0.837
N -3.898 0.205 0.247
N -4.698 0.610 -0.447
H -2.616 -1.563 0.469
H -1.697 0.024 0.313
```

=====

A molecular structure, C16H17Cl2F5O2Pt, computed with the ωB97M-V functional and the def2-TZVPD basis.

## Properties
Relative energy (zero: lowest compared OMol25 entry of this formula, charge and spin): 12.9 kcal/mol
Multiplicity: 5
Orbital gap (spin up / spin down): 4.4 / 5.6 eV
Charge: -2
HOMO energy (spin up / spin down): 0.501 / -0.809 eV
E_LUMO (spin up / spin down): 0.1816 / 0.1774 hartree

```
43
C16H17Cl2F5O2Pt | the Open Molecules 2025 dataset | the ωB97M-V functional and the def2-TZVPD basis
C 1.390 0.124 -1.888
C 0.987 1.443 -1.710
C -0.390 1.475 -1.374
C 1.841 2.647 -1.904
C -0.882 0.159 -1.299
C 0.236 -0.772 -1.645
C 0.016 -2.003 -2.438
C 2.707 -0.314 -2.384
C -1.192 2.723 -1.273
C -2.302 -0.253 -1.275
Pt 0.417 -1.004 0.468
Cl 2.221 0.959 1.185
Cl 2.657 -2.218 0.482
O -0.945 -2.620 0.409
H 2.887 2.418 -1.676
H 1.518 3.459 -1.249
H 1.789 3.008 -2.939
H -0.776 3.397 -0.510
H -2.230 2.505 -1.014
H -1.191 3.275 -2.225
H -2.896 0.428 -0.655
H -2.381 -1.258 -0.852
H -2.733 -0.251 -2.286
H -0.952 -2.439 -2.183
H 0.796 -2.725 -2.189
H 0.045 -1.771 -3.509
H 3.512 0.200 -1.841
H 2.826 -0.083 -3.454
H 2.838 -1.390 -2.244
H -1.221 -2.652 1.344
O 1.357 -3.232 -0.394
H 0.448 -3.263 0.089
F -1.718 1.316 1.442
C -1.279 0.583 2.500
C -0.376 -0.464 2.320
C 0.059 -1.078 3.499
F 0.970 -2.076 3.436
C -0.419 -0.722 4.765
F 0.026 -1.356 5.864
C -1.360 0.291 4.896
F -1.823 0.648 6.105
C -1.790 0.948 3.751
F -2.688 1.940 3.855
```